# 1
DFT (ωB97M-V/def2-TZVPD) results for a 9-piece molecular cluster, C52H116BrN6O4 overall.

* lowest unoccupied orbital energy: -5.962 eV
* HOMO energy: -0.370 hartree

Geometry as ORCA input:
```
! wB97M-V def2-TZVPD RIJCOSX def2/J DEFGRID3
* xyz 3 1
C 7.08 3.08 4.51
C 6.31 2.37 3.38
C 5.14 3.28 2.81
O 7.00 1.77 2.30
H 7.87 2.49 4.97
H 6.38 3.33 5.31
H 7.52 4.04 4.24
H 5.74 1.65 3.97
H 4.56 3.78 3.58
H 4.44 2.73 2.18
H 5.55 4.09 2.20
O -1.45 0.29 -0.80
C -0.27 -0.08 -0.32
O 0.46 0.79 0.17
O -0.05 -1.28 -0.28
H -1.65 -0.56 -1.18
C 0.43 -5.12 -4.90
C -0.01 -3.68 -4.58
C 0.87 -2.65 -5.29
N 0.54 -1.18 -5.00
C -0.80 -0.77 -5.59
C 1.73 -0.29 -5.46
C 2.09 0.65 -4.28
C 0.87 0.59 -3.44
C 0.58 -0.88 -3.47
H 0.04 -5.92 -4.26
H 1.50 -5.19 -4.75
H 0.32 -5.33 -5.96
H -0.10 -3.34 -3.55
H -1.05 -3.66 -4.91
H 0.67 -2.75 -6.36
H 1.89 -2.93 -5.01
H -1.65 -1.41 -5.33
H -0.82 -0.56 -6.66
H -1.15 0.19 -5.22
H 1.27 0.20 -6.32
H 2.57 -0.81 -5.92
H 2.37 1.66 -4.56
H 3.02 0.27 -3.85
H 0.12 1.30 -3.79
H 1.14 0.79 -2.40
H -0.37 -1.20 -3.06
H 1.39 -1.36 -2.93
C 2.44 -6.14 -0.49
C 0.95 -5.85 -0.08
C 0.88 -4.56 0.86
N -0.47 -4.41 1.57
C -1.64 -4.24 0.55
C -0.40 -3.07 2.35
C -0.13 -3.53 3.74
C -0.09 -5.03 3.77
C -0.84 -5.47 2.56
H 2.47 -7.17 -0.86
H 3.19 -6.17 0.30
H 2.78 -5.51 -1.31
H 0.48 -6.77 0.27
H 0.31 -5.61 -0.93
H 0.92 -3.70 0.19
H 1.69 -4.68 1.58
H -1.79 -5.12 -0.07
H -1.34 -3.34 0.01
H -2.59 -4.07 1.07
H -1.39 -2.62 2.31
H 0.28 -2.37 1.87
H -0.93 -3.20 4.41
H 0.84 -3.10 3.98
H -0.53 -5.50 4.65
H 0.94 -5.37 3.66
H -1.90 -5.62 2.75
H -0.53 -6.39 2.07
C -3.80 2.05 -4.68
C -3.74 3.14 -3.59
C -2.58 2.98 -2.66
N -2.12 4.30 -1.84
C -3.41 4.97 -1.33
C -1.36 5.24 -2.77
C 0.14 5.18 -2.48
C 0.20 4.05 -1.52
C -1.10 3.94 -0.77
H -4.00 1.05 -4.28
H -2.89 1.96 -5.27
H -4.62 2.24 -5.37
H -4.71 3.25 -3.10
H -3.56 4.01 -4.21
H -1.65 2.71 -3.17
H -2.80 2.24 -1.89
H -3.91 4.29 -0.64
H -4.13 5.08 -2.14
H -3.23 5.98 -0.97
H -1.72 6.26 -2.63
H -1.57 4.99 -3.81
H 0.53 6.14 -2.15
H 0.67 4.99 -3.41
H 1.01 4.05 -0.79
H 0.35 3.12 -2.07
H -1.11 4.72 -0.01
H -1.25 2.98 -0.27
C -1.89 -0.21 4.97
C -0.71 0.84 4.95
C -0.63 1.75 3.70
N 0.53 2.78 3.78
C 1.85 2.05 4.12
C 0.21 4.00 4.73
C 0.89 5.18 4.02
C 0.78 4.91 2.54
C 0.52 3.43 2.35
H -1.88 -0.94 5.78
H -1.94 -0.83 4.07
H -2.79 0.40 4.87
H 0.21 0.28 5.08
H -0.73 1.44 5.86
H -1.54 2.34 3.60
H -0.55 1.09 2.84
H 1.72 1.61 5.10
H 2.72 2.71 4.15
H 1.96 1.27 3.37
H 0.58 3.83 5.74
H -0.88 4.03 4.72
H 1.94 5.36 4.28
H 0.36 6.10 4.28
H 1.60 5.27 1.91
H -0.03 5.57 2.21
H 1.24 3.04 1.64
H -0.41 3.32 1.79
C -7.59 -3.56 -0.13
C -6.71 -2.66 0.73
C -6.09 -1.51 -0.11
N -5.09 -0.55 0.60
C -3.74 -1.24 0.79
C -5.58 -0.19 2.06
C -4.80 1.07 2.40
C -4.68 1.78 1.07
C -4.86 0.78 -0.11
H -7.80 -4.58 0.16
H -7.21 -3.63 -1.15
H -8.57 -3.09 -0.12
H -5.92 -3.32 1.10
H -7.23 -2.35 1.64
H -6.84 -0.73 -0.24
H -5.59 -1.86 -1.02
H -2.98 -0.66 1.30
H -3.51 -1.55 -0.24
H -3.94 -2.07 1.47
H -5.39 -1.00 2.76
H -6.65 -0.02 1.93
H -3.84 0.88 2.89
H -5.36 1.78 3.00
H -3.78 2.38 1.15
H -5.42 2.54 0.82
H -3.91 0.65 -0.65
H -5.67 1.04 -0.79
C 3.71 2.69 -1.90
C 4.21 1.81 -0.76
C 3.89 0.33 -1.13
N 4.33 -0.73 -0.07
C 4.02 -0.42 1.37
C 5.83 -1.17 -0.17
C 6.01 -2.52 0.53
C 4.66 -3.20 0.15
C 3.66 -2.07 -0.34
H 2.63 2.60 -2.04
H 4.14 2.25 -2.80
H 3.91 3.76 -1.92
H 3.66 2.17 0.11
H 5.26 1.99 -0.52
H 4.37 -0.01 -2.05
H 2.82 0.19 -1.29
H 4.20 -1.33 1.93
H 2.97 -0.21 1.58
H 4.56 0.44 1.76
H 6.44 -0.34 0.19
H 6.00 -1.40 -1.22
H 6.11 -2.41 1.61
H 6.83 -3.05 0.04
H 4.36 -3.71 1.07
H 4.79 -3.91 -0.67
H 2.71 -1.99 0.18
H 3.50 -2.05 -1.42
Br -3.25 -2.29 -3.10
*
```

***

# 2
DFT (ωB97M-V/def2-TZVPD) results for C21H10Cl5ORhS4Te as an isolated structure.

* lowest unoccupied orbital energy (alpha / beta): -0.791 / -0.791 eV
* HOMO energy (alpha / beta): -0.280 / -0.280 hartree
* energy above the lowest of the compared OMol25 structures with the same formula, charge and spin: 0.0 kcal/mol

Geometry as ORCA input:
```
! wB97M-V def2-TZVPD RIJCOSX def2/J DEFGRID3
* xyz 0 1
Rh 0.80 -0.83 1.96
O 7.33 -1.82 3.31
C 6.15 -1.72 3.15
S 5.11 -0.61 4.07
C 3.64 -0.98 3.22
C 3.71 -1.87 2.22
S 2.30 -2.30 1.32
S 5.27 -2.57 1.85
S 2.14 -0.21 3.62
Cl 3.15 0.38 -0.63
C 1.95 1.40 0.07
C 1.10 0.91 1.05
C 0.16 1.78 1.57
Cl -0.85 1.01 2.78
C -0.03 3.08 1.15
Cl -1.26 4.05 1.84
C 0.81 3.55 0.14
Cl 0.61 5.15 -0.45
C 1.79 2.71 -0.39
Cl 2.80 3.30 -1.65
Te -0.68 -1.98 -0.02
C -2.71 -1.42 0.20
C -3.10 -0.09 0.27
C -4.45 0.22 0.42
C -5.39 -0.79 0.50
C -4.99 -2.12 0.45
C -3.65 -2.44 0.30
C -0.29 -0.87 -1.78
C -0.23 0.52 -1.77
C 0.08 1.20 -2.93
C 0.34 0.50 -4.10
C 0.29 -0.88 -4.11
C -0.02 -1.57 -2.94
H -2.37 0.70 0.23
H -4.75 1.26 0.47
H -6.44 -0.55 0.62
H -5.73 -2.91 0.53
H -3.34 -3.48 0.25
H -0.40 1.07 -0.86
H 0.13 2.29 -2.92
H 0.59 1.04 -5.01
H 0.49 -1.43 -5.02
H -0.05 -2.65 -2.95
*
```

***

# 3
DFT (ωB97M-V/def2-TZVPD) results for C14H15N4O2S6Sb2Se4Tc as an isolated structure.

* lowest unoccupied orbital energy (alpha / beta): -1.330 / -2.123 eV
* HOMO energy (alpha / beta): -0.243 / -0.237 hartree

Geometry as ORCA input:
```
! wB97M-V def2-TZVPD RIJCOSX def2/J DEFGRID3
* xyz 0 1
Tc -1.15 -0.12 1.16
O 2.38 0.39 3.98
C 3.37 0.11 3.10
C 4.67 -0.12 3.56
C 5.70 -0.31 2.66
C 5.47 -0.25 1.30
C 4.19 -0.07 0.83
C 3.11 0.09 1.71
C 1.74 0.16 1.15
O 0.70 0.30 1.92
N 1.65 0.09 -0.15
N 0.36 0.19 -0.64
C 0.34 0.21 -1.92
S -1.07 0.63 -2.87
C -0.15 0.81 -4.43
C 0.95 -0.21 -4.41
S 1.83 -0.03 -2.82
H 2.66 0.16 4.87
H 4.85 -0.15 4.62
H 6.70 -0.49 3.04
H 6.29 -0.36 0.60
H 3.97 -0.06 -0.23
H 0.24 1.83 -4.49
H -0.86 0.65 -5.24
H 1.68 -0.06 -5.21
H 0.55 -1.22 -4.46
S -0.06 3.25 4.31
Sb 1.05 2.98 2.22
S -2.30 1.79 2.08
S -0.97 2.40 0.73
S -0.04 4.99 3.10
Se -3.81 -4.50 0.79
Sb -2.14 -3.74 2.30
Se -2.55 -1.14 2.75
Se -0.26 -2.35 0.81
Se 1.43 -2.99 2.08
C -5.47 0.63 -2.25
N -4.35 -0.04 -1.62
C -3.95 -1.33 -1.86
C -2.89 -1.56 -1.04
N -2.64 -0.42 -0.31
C -3.55 0.47 -0.68
H -5.87 -0.01 -3.04
H -5.14 1.57 -2.69
H -6.26 0.84 -1.53
H -4.44 -1.98 -2.56
H -2.32 -2.46 -0.94
H -3.66 1.46 -0.27
*
```